# C4H7FN2O

A single C4H7FN2O molecule (ωB97M-V/def2-TZVPD, the Open Molecules 2025 dataset).

Last columns: bonded neighbours and bond lengths (Å).
Geometry (Å):
1 C -1.679 1.565 0.119  C2 1.447, H9 1.069, H10 1.052, H11 1.131
2 C -0.906 0.344 0.060  C1 1.447, C3 1.338, N5 1.369
3 C -1.432 -0.860 -0.192  C2 1.338, F4 1.296, H12 1.064
4 F -2.718 -1.025 -0.212  C3 1.296
5 N 0.449 0.514 -0.033  C2 1.369, C6 1.266
6 C 1.120 -0.322 0.641  N5 1.266, N7 1.352, H13 1.126
7 N 2.467 -0.331 0.524  C6 1.352, O8 1.429, H14 1.143
8 O 2.833 0.113 -0.785  N7 1.429, H15 1.115
9 H -1.445 2.201 0.945  C1 1.069
10 H -2.687 1.290 0.240  C1 1.052
11 H -1.459 2.328 -0.686  C1 1.131
12 H -0.898 -1.760 -0.385  C3 1.064
13 H 0.425 -0.825 1.371  C6 1.126
14 H 2.846 -1.398 0.368  N7 1.143
15 H 1.991 0.838 -0.874  O8 1.115

Values from the calculation:
E_HOMO = -8.71 eV
SMILES = CC(=C\F)/N=C/NO
LUMO = 0.810 eV
orbital gap = 9.52 eV



# C4H7FO

A single C4H7FO molecule (ωB97M-V/def2-TZVPD, the Open Molecules 2025 dataset).

Last columns: bonded neighbours and bond lengths (Å).
Geometry (Å):
1 F 2.840 0.149 -0.018  C2 1.429
2 C 1.478 0.580 -0.013  F1 1.429, C3 1.482, H7 1.081, H8 1.126
3 C 0.589 -0.604 0.029  C2 1.482, C4 1.510, H9 1.055, H10 1.076
4 C -0.777 -0.271 0.581  C3 1.510, C5 1.458, O6 1.416, H11 1.099
5 C -1.853 -0.068 -0.381  C4 1.458, O6 1.378, H12 1.080, H13 1.108
6 O -1.221 1.015 0.190  C4 1.416, C5 1.378
7 H 1.372 1.161 -0.919  C2 1.081
8 H 1.397 1.268 0.875  C2 1.126
9 H 0.557 -0.986 -0.955  C3 1.055
10 H 1.099 -1.394 0.552  C3 1.076
11 H -0.915 -0.467 1.654  C4 1.099
12 H -1.638 -0.174 -1.434  C5 1.080
13 H -2.929 -0.209 -0.159  C5 1.108

Values from the calculation:
E_HOMO = -10.55 eV
SMILES = FCC[C@@H]1CO1
LUMO = 1.103 eV
orbital gap = 11.65 eV



# C4H7FO

A single C4H7FO molecule (ωB97M-V/def2-TZVPD, the Open Molecules 2025 dataset).

Last columns: bonded neighbours and bond lengths (Å).
Geometry (Å):
1 O 2.475 -0.519 -0.129  C2 1.357, H7 1.077
2 C 1.360 0.130 -0.551  O1 1.357, C3 1.648, H8 0.951, H9 1.207
3 C 0.100 -0.507 0.300  C2 1.648, C4 1.459, H10 1.191, H11 1.070
4 C -0.901 0.550 0.216  C3 1.459, C5 1.349, H12 1.066
5 C -2.181 0.210 -0.041  C4 1.349, F6 1.257, H13 1.192
6 F -2.432 -0.996 -0.291  C5 1.257
7 H 2.616 -0.466 0.937  O1 1.077
8 H 1.192 0.007 -1.478  C2 0.951
9 H 1.136 1.248 -0.154  C2 1.207
10 H 0.459 -0.936 1.351  C3 1.191
11 H -0.167 -1.467 -0.090  C3 1.070
12 H -0.789 1.609 0.263  C4 1.066
13 H -2.868 1.138 -0.335  C5 1.192

Values from the calculation:
E_HOMO = -9.10 eV
SMILES = OCC/C=C\F
LUMO = 0.886 eV
orbital gap = 9.98 eV



# C4H7FO

A single C4H7FO molecule (ωB97M-V/def2-TZVPD, the Open Molecules 2025 dataset).

Last columns: bonded neighbours and bond lengths (Å).
Geometry (Å):
1 O -0.641 -0.587 1.630  C2 1.444, H7 0.992
2 C -0.185 -0.051 0.368  O1 1.444, C3 1.504, C5 1.531, C6 1.496
3 C 0.447 -1.092 -0.514  C2 1.504, F4 1.384, H8 1.059, H9 1.034
4 F 0.953 -0.550 -1.684  C3 1.384
5 C 0.331 1.390 0.401  C2 1.531, C6 1.506, H10 1.059, H11 1.076
6 C -1.022 1.064 -0.174  C2 1.496, C5 1.506, H12 1.145, H13 1.066
7 H -0.064 -1.173 2.185  O1 0.992
8 H -0.255 -1.839 -0.778  C3 1.059
9 H 1.227 -1.479 0.044  C3 1.034
10 H 0.371 1.916 1.319  C5 1.059
11 H 1.038 1.659 -0.365  C5 1.076
12 H -1.919 1.451 0.423  C6 1.145
13 H -1.281 1.243 -1.192  C6 1.066

Values from the calculation:
E_HOMO = -9.87 eV
SMILES = OC1(CF)CC1
LUMO = 0.876 eV
orbital gap = 10.75 eV



# C4H7FO2S

2 unconnected molecules or ions with the total composition C4H7FO2S (ωB97M-V/def2-TZVPD, the Open Molecules 2025 dataset).

Last columns: bonded neighbours and bond lengths (Å).
Geometry (Å):
1 C 1.013 1.572 -1.541  C2 1.413, H6 1.114, H7 1.136, H8 1.144
2 C -0.052 1.419 -0.626  C1 1.413, S3 1.698, H9 1.157
3 S 0.325 1.470 1.029  C2 1.698, O4 1.480, O5 1.445
4 O -0.910 1.443 1.844  S3 1.480
5 O 1.519 0.787 1.475  S3 1.445
6 H 0.917 1.062 -2.527  C1 1.114
7 H 2.022 1.197 -1.181  C1 1.136
8 H 1.311 2.646 -1.801  C1 1.144
9 H -0.867 2.240 -0.655  C2 1.157
10 C -1.337 -2.667 1.093  C11 1.339, H13 0.987, H14 1.125
11 C -0.552 -2.072 0.185  C10 1.339, F12 1.385, H15 1.059
12 F 0.653 -1.571 0.650  C11 1.385
13 H -0.854 -2.927 1.913  C10 0.987
14 H -2.395 -2.986 0.881  C10 1.125
15 H -0.793 -1.614 -0.739  C11 1.059

Values from the calculation:
E_HOMO (alpha / beta) = -9.60 / -9.60 eV
SMILES = CC=S(=O)=O.C=CF
LUMO (alpha / beta) = -1.431 / -1.431 eV
orbital gap (alpha / beta) = 8.17 / 8.17 eV



# C4H7FO2S

2 unconnected molecules or ions with the total composition C4H7FO2S (ωB97M-V/def2-TZVPD, the Open Molecules 2025 dataset).

Last columns: bonded neighbours and bond lengths (Å).
Geometry (Å):
1 C 2.279 2.764 0.048  C2 1.170, H10 1.142
2 C 2.238 1.596 0.105  C1 1.170, F7 1.343
3 C -1.574 0.140 -0.890  C4 1.497, H11 1.120, H12 1.156, H13 1.080
4 C -1.074 -0.424 0.404  C3 1.497, S8 1.812, H14 1.073, H15 1.204
5 O 0.362 -1.772 -1.273  S8 1.470
6 O 0.283 -2.665 1.019  S8 1.692, H9 1.099
7 F 2.472 0.335 -0.292  C2 1.343
8 S 0.502 -1.263 0.099  C4 1.812, O5 1.470, O6 1.692
9 H -0.290 -2.547 1.949  O6 1.099
10 H 2.406 3.885 0.225  C1 1.142
11 H -1.374 1.240 -0.837  C3 1.120
12 H -0.987 -0.451 -1.691  C3 1.156
13 H -2.647 0.037 -0.965  C3 1.080
14 H -1.721 -1.198 0.773  C4 1.073
15 H -0.876 0.324 1.326  C4 1.204

Values from the calculation:
E_HOMO = -9.30 eV
LUMO = 0.405 eV
orbital gap = 9.71 eV